{
  "formula": "C21H19Cl2FNO3P",
  "method": "ωB97M-V with the def2-TZVPD basis set",
  "symbols": ["Cl", "C", "N", "F", "C", "Cl", "C", "C", "C", "H", "H", "H", "C", "C", "O", "C", "C", "P", "C", "C", "C", "C", "C", "C", "C", "C", "C", "C", "C", "C", "O", "O", "H", "H", "H", "H", "H", "H", "H", "H", "H", "H", "H", "H", "H", "H", "H", "H"],
  "positions_angstrom": [[-1.531682, -5.689602, -5.464699], [-0.320994, -4.575351, -5.046769], [-0.486393, -3.817767, -3.945464], [-1.475273, -4.251591, -2.864309], [0.390628, -2.844338, -3.615177], [0.148373, -2.006813, -2.163293], [1.441244, -2.536287, -4.473680], [1.668083, -3.330215, -5.595100], [0.805154, -4.393533, -5.849500], [2.070994, -1.685188, -4.237685], [2.503075, -3.119090, -6.256226], [0.974410, -5.075368, -6.675406], [-4.959084, -0.154827, -1.229745], [-4.825856, -1.639662, -1.493943], [-3.777095, -2.212888, -0.678681], [-3.632049, -3.553951, -0.938873], [-2.745326, -4.266743, -0.021045], [-3.429444, -5.779484, 0.584306], [-2.941507, -6.978647, -0.722411], [-1.877017, -6.575070, -1.512673], [-1.373582, -7.373266, -2.537236], [-2.034209, -8.550500, -2.888453], [-3.083460, -8.992182, -2.076482], [-3.538872, -8.225952, -0.989368], [-2.532216, -6.255612, 2.112272], [-1.200762, -5.868909, 2.303148], [-0.512020, -6.288407, 3.452083], [-1.140328, -7.079016, 4.415962], [-2.475585, -7.451113, 4.229838], [-3.170039, -7.046385, 3.086926], [-4.902743, -5.742142, 0.837314], [-4.201717, -4.108618, -1.878978], [-5.500693, 0.317947, -2.055978], [-5.551099, 0.031369, -0.328531], [-3.990392, 0.348455, -1.134106], [-5.785708, -2.131535, -1.260067], [-4.602897, -1.787375, -2.565558], [-2.192376, -3.643593, 0.681922], [-1.484918, -5.576706, -1.360327], [-0.482837, -7.045718, -3.065317], [-1.737158, -9.089364, -3.790958], [-3.556547, -9.942917, -2.324129], [-4.361894, -8.592256, -0.369592], [-0.697766, -5.247747, 1.557064], [0.527529, -5.995571, 3.580877], [-0.595793, -7.402261, 5.305067], [-2.969782, -8.063375, 4.982625], [-4.208764, -7.350890, 2.945437]],
  "forces_ev_per_angstrom": [[0.1, 0.1, 0.2], [-0.1, -0.2, 0.0], [0.1, 0.0, 0.2], [1.1, 1.0, -1.0], [-0.2, -0.1, 0.0], [-0.1, -0.1, 0.0], [-0.1, -0.1, 0.0], [-0.5, -0.2, 0.4], [0.0, 0.2, 0.1], [-0.1, -0.2, 0.1], [-0.1, -0.1, 0.1], [-0.2, 0.2, 0.0], [-0.1, 0.2, 0.3], [0.0, 0.2, -0.4], [-0.6, -0.1, -0.6], [0.4, -1.4, -0.2], [-0.1, 1.2, 0.1], [-0.9, 0.3, -0.4], [-0.1, -0.5, 0.0], [0.5, -0.4, -0.3], [-0.5, -0.1, 0.0], [0.2, 0.3, 0.4], [-0.3, 0.2, 0.0], [0.4, 0.0, -0.1], [0.3, 0.0, -0.1], [0.0, -0.4, 0.5], [-0.1, 0.1, -0.2], [-0.2, 0.1, -0.3], [0.1, 0.1, -0.2], [0.2, 0.1, -0.1], [0.4, -0.5, 0.0], [0.0, 0.8, 0.7], [0.1, -0.1, 0.0], [0.3, 0.0, 0.0], [-0.1, -0.2, 0.0], [0.5, 0.0, -0.2], [0.0, -0.2, 0.5], [-0.2, -0.1, 0.0], [0.2, -0.6, 0.3], [-0.1, 0.0, -0.2], [0.0, -0.1, 0.4], [0.0, 0.3, 0.2], [0.3, 0.2, -0.2], [-0.2, -0.2, 0.2], [-0.2, 0.0, 0.0], [-0.2, 0.1, -0.3], [0.0, 0.1, -0.2], [0.3, 0.2, 0.0]],
  "fmax_ev_per_a": 1.74,
  "total_energy_ha": -2453.5033,
  "mol_weight_da": 454.26,
  "e_above_lowest_kcal_mol": 137.3
}


{
  "formula": "C21H19Cl5F3InN5O2PS",
  "method": "ωB97M-V with the def2-TZVPD basis set",
  "symbols": ["In", "N", "C", "C", "C", "C", "C", "C", "S", "N", "C", "C", "C", "C", "C", "C", "N", "H", "H", "H", "H", "H", "H", "H", "H", "H", "N", "C", "P", "O", "O", "C", "N", "H", "H", "H", "H", "H", "H", "H", "H", "H", "H", "F", "C", "F", "F", "Cl", "C", "C", "C", "Cl", "C", "Cl", "C", "Cl", "C", "Cl"],
  "positions_angstrom": [[-0.134131, -0.145769, 0.193067], [0.304855, 2.154390, 3.778058], [1.078264, 1.475418, 4.766258], [0.899942, 1.794992, 6.099364], [1.642851, 1.136438, 7.069803], [2.545096, 0.152043, 6.703037], [2.699373, -0.187406, 5.364558], [1.970402, 0.482064, 4.396960], [2.210003, 0.091642, 2.687333], [0.743535, 0.686821, 2.030885], [0.073266, 1.663335, 2.557188], [-0.989905, 2.311180, 1.706856], [-1.702833, 3.426114, 2.097746], [-2.593331, 4.008739, 1.201072], [-2.730015, 3.478384, -0.066862], [-1.992663, 2.352902, -0.393564], [-1.158952, 1.786003, 0.477411], [-0.251565, 2.921144, 4.114621], [0.187391, 2.560621, 6.383850], [1.510200, 1.396262, 8.110442], [3.134183, -0.354970, 7.454173], [3.404400, -0.955136, 5.071548], [-1.582116, 3.869043, 3.075086], [-3.165786, 4.876508, 1.499372], [-3.395456, 3.920775, -0.793625], [-2.050768, 1.882647, -1.367114], [-2.771439, -3.599477, -3.582719], [-1.895437, -2.393679, -3.745203], [-1.063795, -1.859220, -2.167771], [-2.242082, -2.345795, -1.111520], [-1.041099, -0.362692, -2.206807], [1.515693, -2.818096, -2.650399], [1.600640, -2.735937, -0.177825], [-3.445756, -3.682192, -4.346937], [-3.285282, -3.519290, -2.696971], [-2.220885, -4.465441, -3.539607], [-2.545574, -1.526351, -3.891838], [-1.265017, -2.445993, -4.628061], [1.089043, -2.930224, -3.647280], [2.594316, -2.845462, -2.778276], [0.731242, -1.430069, -1.384065], [2.044691, -2.931169, 0.702641], [-0.356489, -2.474596, -0.420200], [1.817548, 0.239163, -2.222099], [1.824791, 0.399566, -0.874898], [2.159892, 1.675655, -0.612134], [2.866162, -0.349314, -0.446096], [0.586902, -2.707674, -1.302087], [-0.018754, -4.180648, -1.315836], [-1.643113, -2.116845, 0.207360], [-1.437505, -3.139366, 1.066062], [-0.609666, -2.692442, 2.525290], [-1.763927, -4.590495, 0.953541], [-2.543653, -5.161764, 2.384233], [-1.513806, -5.501302, -0.035703], [-2.063919, -7.113269, 0.142517], [-0.750553, -5.270877, -1.301731], [-0.612165, -6.454467, -2.541927]],
  "forces_ev_per_angstrom": [[0.2, 0.0, -0.2], [0.1, 0.0, 0.0], [0.0, 0.0, 0.1], [0.0, 0.0, 0.0], [0.0, 0.0, 0.0], [0.0, 0.0, 0.0], [0.0, 0.0, 0.0], [-0.1, -0.1, 0.0], [0.1, 0.1, 0.0], [-0.5, -0.1, 0.3], [0.0, 0.0, -0.1], [0.1, 0.0, 0.0], [0.0, 0.0, 0.0], [0.0, 0.0, 0.0], [0.0, 0.0, 0.0], [0.0, 0.0, 0.0], [-0.1, -0.1, 0.3], [0.0, 0.0, 0.0], [0.0, 0.0, 0.0], [0.0, 0.0, 0.0], [0.0, 0.0, 0.0], [0.0, 0.0, 0.0], [0.0, 0.0, 0.0], [0.0, 0.0, 0.0], [0.0, 0.0, 0.0], [-0.1, 0.0, 0.0], [0.2, -0.1, 0.0], [-0.7, 0.8, 0.4], [-3.2, 0.3, -2.8], [0.7, -0.4, 0.5], [0.3, -0.2, 0.5], [0.4, -1.7, -2.1], [0.6, 0.2, -0.7], [0.0, 0.0, 0.0], [0.0, -0.1, 0.0], [0.0, 0.0, 0.0], [-0.2, -0.2, -0.2], [0.2, -0.4, 0.1], [-0.9, -0.1, 0.4], [0.1, 0.4, 1.3], [0.8, 1.7, 0.0], [-0.3, -0.9, -0.1], [-0.7, 0.1, 1.6], [-0.1, 0.3, 0.0], [0.0, -0.4, 0.2], [-0.2, 0.1, -0.1], [0.0, 0.2, 0.2], [3.4, 0.6, 1.7], [0.8, -1.8, -1.8], [0.5, 1.0, -0.6], [-0.4, -0.6, -0.1], [0.0, 0.0, 0.0], [-0.2, 0.1, 0.0], [-0.1, 0.0, 0.0], [-0.4, 0.2, -0.4], [0.0, 0.0, 0.1], [-0.2, 0.7, 1.7], [-0.2, 0.0, -0.1]],
  "fmax_ev_per_a": 4.26,
  "total_energy_ha": -4764.8248,
  "mol_weight_da": 785.53,
  "e_above_lowest_kcal_mol": 327.3,
  "charge": 2
}


{
  "formula": "C21H19CuN7S2",
  "method": "ωB97M-V with the def2-TZVPD basis set",
  "symbols": ["Cu", "N", "C", "C", "C", "C", "C", "C", "S", "N", "C", "C", "C", "C", "C", "C", "N", "H", "H", "H", "H", "H", "H", "H", "H", "H", "N", "C", "C", "C", "C", "C", "N", "H", "H", "H", "H", "H", "H", "S", "C", "N", "C", "C", "C", "N", "H", "H", "H", "H"],
  "positions_angstrom": [[-0.988133, 0.202854, -0.519305], [2.928488, -0.350516, 0.967334], [3.943360, -0.258693, 0.020534], [5.272819, -0.193535, 0.430345], [6.264899, -0.095498, -0.519116], [5.954904, -0.056773, -1.887958], [4.647725, -0.119875, -2.304432], [3.628681, -0.225616, -1.347597], [1.997175, -0.337939, -1.856582], [1.112525, -0.313968, -0.499176], [1.609577, -0.327626, 0.712623], [0.640488, -0.318486, 1.847852], [1.031166, -0.421090, 3.171041], [0.050756, -0.414077, 4.154347], [-1.271811, -0.312742, 3.772654], [-1.575110, -0.219610, 2.419545], [-0.642669, -0.216167, 1.472741], [3.223502, -0.396524, 1.931996], [5.519583, -0.215863, 1.484884], [7.297671, -0.044226, -0.202205], [6.747937, 0.024689, -2.618299], [4.400408, -0.088491, -3.358411], [2.067315, -0.507072, 3.470866], [0.324345, -0.488271, 5.197882], [-2.066425, -0.303138, 4.505486], [-2.598700, -0.145536, 2.077503], [-3.332138, 2.088269, -1.381950], [-2.218194, 2.840400, -1.190472], [-2.273017, 4.242040, -1.317662], [-1.144722, 4.979566, -1.092881], [0.046690, 4.332042, -0.739995], [0.015667, 2.970149, -0.636224], [-1.082249, 2.213399, -0.852251], [-4.154654, 2.521866, -1.760349], [-3.243104, 1.089863, -1.485662], [-3.206644, 4.713666, -1.592556], [-1.174881, 6.056938, -1.189171], [0.958224, 4.879805, -0.554546], [0.912982, 2.425222, -0.362348], [-2.081492, -1.170505, -2.027340], [-2.865553, -2.404833, -1.165975], [-3.485649, -3.371840, -1.909522], [-4.152441, -4.414305, -1.377508], [-4.214831, -4.528861, -0.024218], [-3.559550, -3.528663, 0.706281], [-2.910947, -2.509113, 0.175093], [-3.432451, -3.268524, -2.915375], [-4.606088, -5.107367, -2.071845], [-4.739313, -5.342149, 0.451185], [-3.576119, -3.563279, 1.790739]],
  "forces_ev_per_angstrom": [[-0.4, -0.1, -0.3], [0.1, 0.0, 0.0], [0.0, 0.0, 0.0], [0.0, 0.0, 0.0], [0.0, 0.0, -0.1], [0.0, 0.0, 0.1], [0.0, 0.0, 0.0], [0.2, 0.0, 0.1], [-0.1, 0.0, -0.3], [0.2, 0.0, 0.3], [-0.1, 0.0, -0.1], [0.1, 0.0, -0.2], [0.0, 0.0, 0.0], [0.0, 0.0, 0.0], [0.0, 0.0, 0.0], [0.0, 0.0, -0.1], [0.1, 0.0, 0.3], [0.0, 0.0, 0.0], [0.0, 0.0, 0.0], [0.0, 0.0, 0.0], [0.0, 0.0, 0.0], [0.0, 0.0, 0.0], [0.0, 0.0, 0.0], [0.0, 0.0, 0.0], [0.0, 0.0, 0.0], [0.0, 0.0, 0.0], [0.0, 0.0, 0.1], [-0.1, 0.0, -0.1], [0.0, 0.0, 0.0], [0.0, 0.1, 0.0], [0.0, 0.0, 0.0], [0.0, -0.1, 0.0], [0.0, 0.1, 0.1], [0.0, 0.0, 0.0], [0.0, 0.0, 0.0], [0.0, 0.0, 0.0], [0.0, 0.0, 0.0], [0.0, 0.0, 0.0], [0.0, 0.0, 0.0], [0.0, 0.0, 0.2], [0.1, -0.1, 0.0], [-0.1, 0.0, -0.1], [0.0, 0.0, 0.0], [0.0, 0.0, 0.0], [0.0, 0.1, 0.1], [0.0, 0.0, 0.0], [0.0, 0.0, 0.0], [0.0, 0.0, 0.0], [0.0, 0.0, 0.0], [0.0, 0.0, 0.0]],
  "fmax_ev_per_a": 0.54,
  "total_energy_ha": -3631.3458,
  "mol_weight_da": 497.11,
  "e_above_lowest_kcal_mol": 0.0,
  "charge": 2,
  "spin_multiplicity": 2
}


{
  "formula": "C21H19FN4Rh",
  "method": "ωB97M-V with the def2-TZVPD basis set",
  "symbols": ["Rh", "N", "C", "C", "C", "C", "C", "C", "C", "C", "C", "C", "C", "C", "N", "C", "C", "C", "C", "N", "H", "H", "H", "H", "H", "H", "H", "H", "H", "H", "C", "C", "C", "C", "C", "N", "H", "H", "H", "H", "H", "H", "H", "H", "H", "F"],
  "positions_angstrom": [[0.870282, 1.197115, -1.004465], [-7.591101, -0.205210, 4.539627], [-6.623954, -0.023593, 3.947106], [-5.404358, 0.201257, 3.204462], [-4.476694, 1.129661, 3.666037], [-3.312124, 1.349290, 2.950603], [-3.066646, 0.630414, 1.784454], [-3.993100, -0.304361, 1.329715], [-5.166557, -0.513378, 2.033598], [-1.812623, 0.866913, 1.023651], [-1.609471, 2.104347, 0.444351], [-2.465001, 3.219014, 0.397610], [-1.810549, 4.209202, -0.324575], [-0.582345, 3.679100, -0.694097], [-0.425270, 2.425588, -0.206926], [-0.888541, -0.175143, 0.921447], [-0.930153, -1.410754, 1.574410], [0.194250, -2.139217, 1.199687], [0.902316, -1.349089, 0.317556], [0.287474, -0.147018, 0.162066], [-4.671887, 1.675327, 4.579107], [-2.587232, 2.072528, 3.303115], [-3.800653, -0.858179, 0.418909], [-5.899602, -1.226668, 1.682009], [-3.442134, 3.275570, 0.852221], [-2.165517, 5.199944, -0.554615], [0.205962, 4.158363, -1.257938], [-1.706244, -1.713798, 2.259866], [0.476900, -3.127164, 1.522766], [1.815085, -1.580922, -0.196645], [4.806422, -2.486182, -1.309095], [4.507987, -1.466266, -2.416234], [5.762936, -0.653879, -2.768781], [3.931588, -2.153405, -3.663982], [3.482873, -0.526256, -1.911438], [2.712562, 0.212193, -1.493021], [5.601143, -3.144638, -1.659876], [3.933051, -3.100112, -1.085132], [5.143471, -1.998686, -0.394311], [6.516596, -1.344373, -3.147194], [6.167852, -0.145992, -1.893651], [5.553617, 0.085993, -3.540887], [4.695054, -2.820595, -4.064504], [3.668331, -1.428345, -4.433503], [3.048932, -2.745466, -3.421709], [0.147069, 1.096866, -2.671793]],
  "forces_ev_per_angstrom": [[1.6, 0.8, 1.0], [0.1, 0.0, 0.0], [0.1, 0.0, -0.1], [-0.2, 0.0, 0.1], [0.0, 0.0, 0.0], [-0.1, 0.1, 0.0], [0.1, 0.0, -0.1], [0.0, -0.1, 0.0], [0.0, 0.0, 0.0], [-0.3, 0.2, 0.0], [0.3, -0.2, 0.1], [-0.1, 0.4, -0.2], [-0.5, 0.0, 0.3], [0.5, -0.5, 0.2], [-0.8, 0.6, -0.9], [0.3, -0.3, -0.1], [-0.1, 0.0, 0.1], [-0.1, -0.1, 0.0], [0.0, 0.1, 0.0], [-0.3, -0.7, 0.6], [0.0, 0.0, 0.0], [0.0, 0.0, 0.0], [0.0, 0.0, 0.0], [0.0, 0.0, 0.0], [0.0, 0.0, 0.0], [0.0, 0.0, 0.0], [0.0, 0.0, -0.1], [0.0, 0.0, 0.0], [0.0, 0.0, 0.0], [0.0, 0.0, 0.0], [0.0, 0.0, 0.0], [-0.2, 0.2, 0.0], [0.0, 0.0, 0.0], [0.0, 0.0, 0.0], [0.4, 0.0, 0.0], [-0.6, -0.3, -0.6], [0.0, 0.0, 0.0], [0.0, 0.0, 0.0], [0.0, 0.0, 0.0], [0.0, 0.0, 0.0], [0.0, 0.0, 0.0], [0.0, 0.0, 0.0], [0.0, 0.0, 0.0], [0.0, 0.0, 0.0], [0.0, 0.0, 0.0], [-0.2, -0.1, -0.6]],
  "fmax_ev_per_a": 2.04,
  "total_energy_ha": -1240.7841,
  "mol_weight_da": 449.31,
  "e_above_lowest_kcal_mol": 8.0,
  "charge": 1
}